This record from OMol25 describes a cluster of 2 separate species, CH3IN2O2 in total at a distorted geometry. The level of theory is ωB97M-V/def2-TZVPD.

Each line ends with the natural charge from an NBO analysis.
Positions of all 9 atoms, in Å:
1 C 0.048 -0.684 -0.970  -0.235
2 N -3.143 -2.122 -0.233  0.311
3 N -2.602 -1.092 -0.045  -0.176
4 O -2.829 -3.296 -0.285  -0.342
5 O -0.647 -0.406 0.051  -0.516
6 I -3.393 0.727 0.061  0.472
7 H -0.089 -0.040 -1.925  0.113
8 H -0.083 -1.753 -1.220  0.170
9 H 1.063 -0.328 -0.652  0.204

The value obtained for the energy above the lowest of the compared OMol25 structures with the same formula, charge and spin is 155.3 kcal/mol. As for the total energy: -16253.6774 eV. As for the spin multiplicity: 1. The HOMO energy (alpha / beta) is -8.6801 / -8.6770 eV.